Molecular formula: C32H22N8O6STl
Method: DFT, the ωB97M-V functional and the def2-TZVPD basis

## Properties
orbital gap	6.816	eV
HOMO energy	-10.793	eV
maximum force	2.17	eV/A
LUMO level	-4.0	eV
charge	+1
energy above the lowest of the compared OMol25 structures with the same formula, charge and spin	15.7	kcal/mol

Geometry (Å):
Tl  -0.03032  -0.15420  0.00334
N  2.56282  -2.99292  2.25324
C  1.85991  -1.91223  1.90019
S  2.45215  -0.99950  0.55799
N  0.81876  -1.62854  2.64444
N  -0.01465  -0.68135  2.34421
C  -0.92574  -0.19427  3.11252
C  -1.16139  -0.72098  4.47135
C  -1.08284  0.09610  5.59424
C  -1.31305  -0.43788  6.84960
C  -1.65028  -1.77464  6.98691
C  -1.71657  -2.59251  5.87046
C  -1.45264  -2.07507  4.61595
C  -1.76311  0.87417  2.56157
C  -2.97459  1.22295  3.16283
C  -3.75073  2.21440  2.58720
C  -3.27066  2.88578  1.46950
C  -2.06426  2.47299  0.92796
N  -1.35073  1.48366  1.44087
H  3.41502  -3.23104  1.77550
H  2.29623  -3.48050  3.09261
H  -0.81825  1.13672  5.48011
H  -1.22959  0.19635  7.71809
H  -1.86265  -2.17647  7.96508
H  -1.97176  -3.63577  5.97382
H  -1.49613  -2.69951  3.73683
H  -3.30315  0.70591  4.05163
H  -4.71978  2.45228  2.99687
H  -3.82724  3.69200  1.01805
H  -1.65755  2.93912  0.04218
O  -2.12087  0.37694  -1.10313
C  -3.19310  -0.23583  -1.09702
C  -3.48301  -1.55995  -0.66049
C  -4.77395  -2.04990  -0.92268
C  -5.12874  -3.33318  -0.58719
C  -4.19926  -4.19310  0.02892
C  -2.95009  -3.73980  0.32259
C  -2.53323  -2.40551  0.01685
O  -1.37209  -2.03054  0.36992
N  -6.46050  -3.80494  -0.86529
O  -7.27086  -2.98313  -1.23737
O  -6.68560  -4.98444  -0.70521
H  -4.07342  0.30591  -1.48912
H  -5.50248  -1.41820  -1.41265
H  -4.51119  -5.20067  0.26197
H  -2.22139  -4.37502  0.80370
O  1.16398  -0.19640  -7.89772
N  1.52508  0.47263  -6.96190
O  2.15635  1.49900  -7.03092
C  1.18559  -0.03340  -5.63362
C  1.05874  -1.38259  -5.52134
C  0.78092  -1.99390  -4.27110
C  0.70232  -3.38918  -4.09834
C  0.47991  -3.89415  -2.84022
C  0.32159  -3.00638  -1.77223
N  0.36389  -1.70171  -1.92409
C  0.60492  -1.17540  -3.13094
C  0.72014  0.25677  -3.24695
N  0.58108  1.00296  -2.14177
C  0.71065  2.30804  -2.20335
C  0.97414  2.97075  -3.40214
C  1.12789  2.24086  -4.55642
C  1.02172  0.83904  -4.50561
H  1.19384  -2.00348  -6.39590
H  0.82486  -4.04626  -4.94788
H  0.42929  -4.95762  -2.66916
H  0.15001  -3.37499  -0.76970
H  0.60506  2.84701  -1.27213
H  1.06190  4.04419  -3.41328
H  1.35460  2.73452  -5.48916